Record 1
Formula: C34H64BBrClCsF8KMgO15PS
Source: OMol25
Level of theory: ωB97M-V with the def2-TZVPD basis set

Geometry as XYZ:
```
129
C34H64BBrClCsF8KMgO15PS, DFT ωB97M-V with the def2-TZVPD basis set
C -3.4467 1.2434 4.2092
O -4.2229 2.2932 3.5883
C -3.4758 3.5310 3.4795
C -2.0202 3.3331 2.7729
C -1.6068 4.6709 1.9880
C -0.0720 4.7257 1.4964
C 0.6888 3.3094 1.4910
C 1.4045 3.1220 2.9222
C 1.7970 1.5729 3.2123
C 0.5217 0.6512 3.5525
C 0.8543 -0.4608 4.6974
C 1.7974 -1.6517 4.1755
C 1.0011 -2.9935 3.7435
C -0.2697 -2.7502 2.7884
O -1.3659 -3.6401 3.1548
P -2.6087 -3.5725 1.8948
F -3.9124 -4.0182 2.9541
C -3.9400 -3.5407 0.4278
O -5.1529 -2.7649 0.7834
C -5.0779 -1.3472 0.5646
O -5.3811 -0.9330 -0.7988
C -5.8729 0.4324 -0.8263
C -4.7482 1.5418 -0.5518
O -4.2843 2.0810 -1.8393
O -1.4587 -3.0093 0.7164
C -0.0740 -2.8964 1.1614
S 0.5756 -4.5884 0.6206
O 0.3499 -1.7337 0.4123
C 1.7619 -1.5120 0.4885
C 2.1926 -0.9280 -0.9634
C 1.2713 0.4498 -1.1523
C 1.7920 -2.0119 -2.1361
C 1.0635 -1.3554 -3.4467
C 3.1976 -2.7064 -2.7035
H -4.1480 0.4328 4.6311
H -2.7728 1.6101 5.0745
H -2.7794 0.7333 3.4267
H -4.0049 4.3495 2.8831
H -3.2949 3.9185 4.5576
H -1.2802 3.1777 3.6341
H -1.9784 2.3791 2.1200
H -2.3162 4.7956 1.0980
H -1.7454 5.5575 2.7226
H -0.0474 5.1627 0.4283
H 0.5116 5.4776 2.1506
H 0.0284 2.4336 1.1702
H 1.5387 3.3788 0.7139
H 0.8358 3.6099 3.7913
H 2.4158 3.6873 2.8599
H 2.5294 1.5308 4.1116
H 2.3995 1.2266 2.2958
H 0.1084 0.1772 2.5875
H -0.3201 1.3027 3.9920
H 1.4735 0.1176 5.4893
H -0.0867 -0.8174 5.2438
H 2.4623 -1.2195 3.3390
H 2.4991 -1.9470 5.0459
H 0.6054 -3.4534 4.7296
H 1.7418 -3.7495 3.3000
H -0.7975 -1.7253 2.9012
H -2.8635 -2.1999 2.3134
H -2.3558 -4.9245 1.4172
H -4.1662 -4.6102 0.0589
H -3.4651 -2.9607 -0.5816
H -5.8925 -0.8697 1.2356
H -4.0925 -0.8625 0.8619
H -6.3318 0.6235 -1.8719
H -6.7273 0.6110 -0.0777
H -5.2448 2.4381 -0.0070
H -3.8927 1.1808 0.1135
H -3.4823 2.6332 -1.6802
H 0.0445 -4.8577 -0.6327
H 2.0124 -0.6684 1.2583
H 2.3865 -2.4333 0.8065
H 3.3350 -0.6178 -0.9885
H 1.3341 1.0891 -0.2073
H 0.1608 0.1703 -1.3047
H 1.6353 1.0690 -2.0738
H 1.1229 -2.8697 -1.7510
H 1.5328 -0.3443 -3.8118
H 1.1424 -2.0707 -4.3542
H -0.0704 -1.1880 -3.3065
H 3.0715 -3.8388 -2.6501
H 4.0760 -2.4265 -1.9864
H 3.4004 -2.3079 -3.7957
Mg 3.6665 -1.9318 2.1456
O -2.4826 3.6558 6.6558
H -2.0851 3.8610 7.5116
H -3.2044 3.0519 6.8741
C 4.5404 4.0700 -6.0637
C 5.1996 2.9736 -5.2502
O 5.1967 3.3101 -3.8523
C 4.0455 3.0543 -3.1750
O 3.0460 2.5716 -3.6889
C 4.1989 3.4102 -1.6982
F 4.8012 4.5995 -1.5117
F 4.9490 2.4952 -1.0297
F 3.0218 3.4781 -1.0486
H 5.0145 5.0340 -5.8631
H 4.6128 3.8547 -7.1314
H 3.4844 4.1743 -5.8026
H 6.2453 2.8745 -5.5486
H 4.7246 2.0045 -5.4188
Br 4.8104 -4.2204 0.1917
O 4.0571 -2.2450 6.6922
H 3.9579 -3.0676 7.1884
H 4.2763 -1.5899 7.3669
C -4.7060 -1.9672 -6.2449
C -3.8703 -1.1484 -5.5887
C -2.4367 -1.4901 -5.4060
O -1.6929 -0.7123 -4.8182
C -1.9676 -2.7709 -5.9435
C -2.8039 -3.5877 -6.5948
C -4.2288 -3.2333 -6.8013
O -4.9578 -4.0020 -7.4201
O -2.3733 -4.7942 -7.1020
O -4.3048 0.0308 -5.0641
H -5.7514 -1.7283 -6.3863
H -0.9274 -3.0182 -5.7901
H -3.1619 -5.1935 -7.5260
H -3.5199 0.4357 -4.6440
K -0.2428 -4.8580 -6.0446
B 7.7477 -0.4832 0.7482
F 8.6436 -1.4033 1.3793
F 6.5168 -1.1557 0.4279
F 7.4716 0.6081 1.6397
F 8.3417 0.0191 -0.4566
Cl -2.6838 -1.6340 -1.0444
Cs 3.3053 0.2134 -3.0224
```

Calculated values
Calculated total energy (eV): -214419.31739
Kohn-Sham gap (eV): 1.92
Molecular weight (g mol⁻¹): 1250.4
E_HOMO (eV): -4.935


Record 2
Formula: C14H19BCl2N2O4
Source: OMol25
Level of theory: ωB97M-V with the def2-TZVPD basis set

Geometry as XYZ:
```
42
C14H19BCl2N2O4, DFT ωB97M-V with the def2-TZVPD basis set
C -2.6496 -2.1810 2.2744
C -2.9454 -0.7149 2.5852
C -4.4395 -0.5183 2.8376
C -2.4164 0.2494 1.5112
C -2.9450 0.0496 0.0860
N -2.2060 -1.0162 -0.5802
C -1.8671 -0.8298 -1.8493
O -2.3135 0.1035 -2.5097
C -0.7678 -1.7533 -2.3692
N 0.4728 -1.1798 -1.8754
C 0.8465 -1.3496 -0.5864
O 0.3502 -2.1769 0.1522
C 1.9150 -0.3939 -0.1463
C 1.5838 0.9536 -0.0530
C 2.5266 1.8545 0.4163
Cl 2.1152 3.5233 0.5360
C 3.7952 1.4298 0.7870
C 4.1235 0.0904 0.6918
C 3.1838 -0.8212 0.2320
Cl 3.5972 -2.4877 0.0976
B -2.7548 1.4090 -0.8121
O -1.5253 2.0010 -0.7519
O -3.7918 2.1550 -1.2771
H -1.5925 -2.3290 2.0626
H -2.9085 -2.7997 3.1318
H -3.2398 -2.5251 1.4279
H -2.4162 -0.4561 3.5103
H -4.7586 -1.1189 3.6865
H -4.6588 0.5249 3.0533
H -5.0265 -0.8220 1.9740
H -1.3267 0.1856 1.4765
H -2.6655 1.2667 1.8197
H -4.0020 -0.2420 0.1260
H -1.7306 -1.7087 -0.0170
H -0.7530 -1.7717 -3.4580
H -0.8682 -2.7620 -1.9655
H 0.8192 -0.3705 -2.3682
H 0.5904 1.2911 -0.3190
H 4.5186 2.1431 1.1487
H 5.1057 -0.2525 0.9752
H -1.5111 2.8384 -1.2175
H -4.6371 1.7171 -1.3430
```

Calculated values
Calculated total energy (eV): -51722.53459
Kohn-Sham gap (eV): 9.78
Molecular weight (g mol⁻¹): 361.0
Relative energy (zero: lowest compared OMol25 entry of this formula, charge and spin) (eV): 0.102
SMILES: CC(C)C[C@H](NC(=O)CNC(=O)c1cc(Cl)ccc1Cl)B(O)O
E_HOMO (eV): -9.205


Record 3
Formula: C4H8P2
Source: OMol25
Level of theory: ωB97M-V with the def2-TZVPD basis set

Geometry as XYZ:
```
14
C4H8P2, DFT ωB97M-V with the def2-TZVPD basis set
C -2.1394 0.1722 0.8061
C -2.1494 0.3800 -0.6763
P -0.8181 -0.7572 -0.0911
P 0.7357 0.7569 0.1600
C 2.2213 -0.5148 0.6613
C 2.1156 -0.1034 -0.7626
H -1.8158 0.9897 1.4394
H -2.9439 -0.4124 1.2315
H -2.9622 -0.0802 -1.2273
H -1.8647 1.3491 -1.0661
H 1.8933 -1.5008 0.9473
H 2.9840 -0.0692 1.2770
H 2.8766 0.5853 -1.1186
H 1.8313 -0.8559 -1.4878
```

Calculated values
Calculated total energy (eV): -22853.66518
Kohn-Sham gap (eV): 9.74
Molecular weight (g mol⁻¹): 118.1
Relative energy (zero: lowest compared OMol25 entry of this formula, charge and spin) (eV): 0.783
SMILES: C1CP1#P1CC1
E_HOMO (eV): -8.650


Number 1: lowest unoccupied orbital energy -3.01 eV. Number 2: lowest unoccupied orbital energy 0.58 eV. Number 3: lowest unoccupied orbital energy 1.09 eV.